A cluster of 2 separate species, C2H3NP2 in total in a non-equilibrium geometry, computed with ωB97M-V with the def2-TZVPD basis set.

Structure (XYZ):
```
8
Properties=species:S:1:pos:R:3:forces:R:3
C 0.5820 -0.5388 -0.8091 2.981 -2.768 -1.145
C -0.9752 0.6260 0.1293 -2.918 5.537 -6.285
N -0.2330 0.4464 -0.9317 -2.465 1.897 0.599
P -0.8856 -0.0701 1.6525 0.006 -2.142 3.733
P 0.7092 -1.4141 0.8296 0.871 1.455 -0.182
H 1.4351 -0.6695 -1.5631 -1.454 0.072 1.021
H -2.2028 1.8449 -0.2880 2.761 -2.925 1.318
H 1.5703 -0.2249 0.9804 0.218 -1.127 0.942
```
Positions in Å, forces in eV/Å.

Output
- relative energy (zero: lowest compared OMol25 entry of this formula, charge and spin) (kcal/mol) = 72.1
- HOMO energy (alpha / beta) (eV) = -6.76 / -9.81
- spin multiplicity = 3
- E (Ha) = -815.21008
- total charge = 0

An isolated molecule of C2H3NP2 in a non-equilibrium geometry, computed with ωB97M-V with the def2-TZVPD basis set.

Structure (XYZ):
```
8
Properties=species:S:1:pos:R:3:forces:R:3
C -2.4039 -0.5131 0.0896 1.410 -0.227 -0.810
C -0.2315 0.5419 -0.3125 3.853 -0.364 0.207
N -1.4493 0.2444 0.0048 -3.442 0.561 0.883
P 0.9283 -0.7366 0.1716 -1.264 0.357 -0.549
P 2.6666 0.3147 -0.1817 2.344 -1.014 0.056
H -3.2611 -0.5428 0.7369 -0.446 0.348 0.281
H 0.1088 1.5857 -0.6125 -0.904 -1.370 0.218
H 3.6422 -0.8942 0.1038 -1.551 1.709 -0.286
```
Positions in Å, forces in eV/Å.

Output
- relative energy (zero: lowest compared OMol25 entry of this formula, charge and spin) (kcal/mol) = 31.2
- HOMO energy (alpha / beta) (eV) = -6.45 / -9.05
- spin multiplicity = 3
- E (Ha) = -815.27512
- total charge = 0

A structure of composition C2H3NS in a non-equilibrium geometry, computed with ωB97M-V with the def2-TZVPD basis set.

Structure (XYZ):
```
7
Properties=species:S:1:pos:R:3:forces:R:3
C 0.6540 -1.0417 0.1532 0.161 2.902 -0.143
C -0.2707 0.6452 -0.3656 -0.442 -1.230 5.707
N -0.5123 -0.7149 -0.2029 -1.618 -0.669 -1.051
S 1.4372 0.5855 0.1488 0.192 -0.370 0.238
H 0.9533 -1.9625 0.4470 1.258 -2.705 0.799
H -0.5852 1.2341 -1.0770 -1.807 2.711 -3.878
H -1.6764 1.2542 0.8965 2.256 -0.639 -1.671
```
Positions in Å, forces in eV/Å.

Output
- relative energy (zero: lowest compared OMol25 entry of this formula, charge and spin) (kcal/mol) = 113.2
- HOMO energy (alpha / beta) (eV) = -9.31 / -9.71
- E (Ha) = -530.75425
- total charge = 0